Record 1
{"formula": "C3H10N4O", "method": "ωB97M-V/def2-TZVPD", "charge": 0, "mol_weight_g_mol": 118.1, "spin_multiplicity": 1, "gap_ev": 9.618, "species": ["C", "C", "C", "H", "H", "H", "H", "H", "H", "H", "H", "H", "H", "N", "N", "N", "N", "O"], "coordinates": [[0.711, 1.827, 1.501], [0.951, -1.634, 1.042], [-0.104, -0.472, -0.654], [1.736, 1.628, 1.803], [0.051, 2.348, 2.118], [0.745, 2.343, 0.499], [-0.090, -2.487, 0.829], [2.277, -1.938, 0.502], [0.963, -1.568, 2.455], [-0.547, -1.396, -2.189], [-1.289, 1.224, -0.430], [-2.391, -0.400, -1.715], [-1.698, 1.032, -2.784], [0.882, -0.335, 0.453], [-0.081, -1.573, -1.238], [-0.766, 0.595, -1.115], [-1.473, 0.141, -2.270], [0.122, 0.663, 1.193]]}


Record 2
{"formula": "C2H5N5O", "method": "ωB97M-V/def2-TZVPD", "charge": 0, "mol_weight_g_mol": 115.1, "spin_multiplicity": 1, "smiles": "N/N=c1/cnon1N", "gap_ev": 8.623, "species": ["C", "C", "H", "H", "H", "H", "H", "N", "N", "N", "N", "N", "O"], "coordinates": [[0.355, -0.417, -0.340], [1.654, -1.259, -0.167], [-2.722, -1.266, 0.229], [-2.034, 0.067, 1.193], [1.891, -2.397, 0.008], [-0.819, 1.916, 0.687], [-1.003, 1.483, -1.087], [-1.984, -0.426, 0.184], [-0.767, -0.863, -0.540], [2.623, -0.519, 0.104], [0.702, 0.809, 0.108], [-0.128, 1.965, -0.329], [2.232, 0.908, -0.050]]}


Record 3
{"formula": "C35H56BCl2F2N2O2Ti", "method": "ωB97M-V/def2-TZVPD", "charge": -1, "mol_weight_g_mol": 704.4, "spin_multiplicity": 3, "s2": 2.01, "gap_ev": [6.577, 7.394], "species": ["Ti", "C", "N", "C", "C", "C", "N", "C", "C", "C", "C", "C", "C", "C", "O", "C", "C", "C", "C", "C", "C", "C", "C", "C", "C", "C", "C", "C", "C", "C", "O", "C", "C", "C", "C", "C", "C", "C", "C", "H", "H", "H", "H", "H", "H", "H", "H", "H", "H", "H", "H", "H", "H", "H", "H", "H", "H", "H", "H", "H", "H", "H", "H", "H", "H", "H", "H", "H", "H", "H", "H", "H", "H", "H", "H", "H", "H", "H", "H", "H", "H", "H", "H", "H", "H", "H", "H", "H", "H", "H", "H", "H", "H", "Cl", "C", "Cl", "H", "H", "F", "B", "F"], "coordinates": [[1.645, -0.146, 0.292], [3.540, -0.205, -2.486], [2.186, -0.612, -2.100], [1.978, -1.994, -2.525], [1.232, 0.297, -2.752], [-0.220, -0.061, -2.485], [-0.522, -0.243, -1.050], [-1.277, 0.905, -0.482], [-0.784, 2.267, -0.887], [-1.638, 3.149, -1.528], [-1.241, 4.435, -1.872], [0.057, 4.802, -1.531], [0.961, 3.954, -0.893], [0.535, 2.647, -0.575], [1.330, 1.762, 0.003], [2.377, 4.419, -0.542], [2.610, 4.276, 0.971], [2.601, 5.887, -0.908], [3.411, 3.584, -1.312], [-2.219, 5.377, -2.574], [-3.405, 5.671, -1.645], [-2.741, 4.720, -3.860], [-1.569, 6.708, -2.955], [-1.297, -1.486, -0.819], [-1.036, -2.378, 0.380], [-2.149, -3.020, 0.917], [-2.031, -4.038, 1.846], [-0.736, -4.391, 2.228], [0.408, -3.769, 1.748], [0.252, -2.718, 0.812], [1.304, -2.068, 0.320], [1.800, -4.215, 2.209], [2.664, -4.609, 1.000], [2.490, -3.090, 2.994], [1.729, -5.440, 3.126], [-3.227, -4.788, 2.435], [-3.162, -6.264, 2.020], [-3.201, -4.702, 3.967], [-4.559, -4.214, 1.950], [3.680, -0.306, -3.573], [4.273, -0.828, -1.977], [3.715, 0.830, -2.198], [1.994, -2.064, -3.624], [1.044, -2.389, -2.140], [2.777, -2.613, -2.119], [1.395, 0.299, -3.843], [1.435, 1.305, -2.392], [-0.476, -0.971, -3.027], [-0.834, 0.738, -2.912], [-1.228, 0.798, 0.605], [-2.333, 0.828, -0.782], [-2.647, 2.811, -1.751], [0.388, 5.800, -1.776], [1.899, 4.895, 1.524], [3.621, 4.608, 1.224], [2.494, 3.244, 1.295], [1.919, 6.550, -0.369], [2.484, 6.066, -1.981], [3.622, 6.165, -0.636], [3.410, 2.549, -0.987], [4.414, 3.989, -1.155], [3.201, 3.611, -2.387], [-3.929, 4.753, -1.372], [-4.121, 6.340, -2.132], [-3.060, 6.144, -0.724], [-3.279, 3.795, -3.646], [-1.914, 4.479, -4.531], [-3.426, 5.394, -4.383], [-1.248, 7.267, -2.074], [-2.291, 7.325, -3.497], [-0.700, 6.560, -3.600], [-1.170, -2.112, -1.705], [-2.365, -1.232, -0.796], [-3.129, -2.712, 0.566], [-0.622, -5.193, 2.945], [2.795, -3.767, 0.325], [2.202, -5.436, 0.451], [3.650, -4.936, 1.344], [2.692, -2.227, 2.370], [3.441, -3.453, 3.397], [1.861, -2.756, 3.822], [1.227, -6.284, 2.645], [1.213, -5.217, 4.064], [2.745, -5.751, 3.376], [-2.230, -6.727, 2.349], [-3.218, -6.360, 0.933], [-3.993, -6.823, 2.460], [-2.311, -5.182, 4.378], [-4.078, -5.201, 4.391], [-3.204, -3.664, 4.300], [-4.651, -4.273, 0.863], [-4.674, -3.169, 2.250], [-5.383, -4.782, 2.388], [-2.615, -0.258, 5.378], [-2.384, -0.274, 3.686], [0.732, 0.068, 2.545], [-2.286, 0.692, 3.220], [-1.986, -1.178, 3.254], [4.782, 0.872, 0.201], [3.931, -0.076, 0.700], [4.654, -0.977, 1.408]]}


Record 4
{"formula": "C27H78AsF6O12", "method": "ωB97M-V/def2-TZVPD", "charge": -1, "mol_weight_g_mol": 783.8, "spin_multiplicity": 1, "gap_ev": 9.494, "species": ["As", "F", "F", "F", "F", "F", "F", "C", "C", "O", "H", "H", "H", "H", "H", "H", "C", "C", "O", "H", "H", "H", "H", "H", "H", "C", "C", "O", "H", "H", "H", "H", "H", "H", "C", "C", "O", "H", "H", "H", "H", "H", "H", "C", "C", "O", "H", "H", "H", "H", "H", "H", "C", "C", "O", "H", "H", "H", "H", "H", "H", "C", "C", "O", "H", "H", "H", "H", "H", "H", "C", "C", "O", "H", "H", "H", "H", "H", "H", "C", "C", "O", "H", "H", "H", "H", "H", "H", "C", "C", "C", "O", "H", "H", "H", "H", "H", "H", "H", "H", "C", "C", "C", "O", "H", "H", "H", "H", "H", "H", "H", "H", "C", "C", "C", "O", "H", "H", "H", "H", "H", "H", "H", "H"], "coordinates": [[-1.463, -2.372, -0.883], [-2.593, -1.561, 0.305], [-0.927, -3.423, 0.410], [-0.317, -3.193, -2.010], [-1.961, -1.270, -2.144], [-0.165, -1.236, -0.348], [-2.740, -3.530, -1.320], [1.300, -6.534, -0.750], [2.310, -7.316, -1.664], [3.083, -8.183, -0.910], [0.657, -7.202, -0.177], [0.731, -5.910, -1.439], [1.907, -5.940, -0.067], [3.016, -6.636, -2.141], [1.698, -7.914, -2.339], [3.527, -7.691, -0.215], [4.434, -3.117, -2.938], [3.005, -2.756, -2.489], [2.120, -2.685, -3.647], [4.937, -2.426, -3.615], [4.441, -4.113, -3.380], [5.052, -3.295, -2.058], [3.064, -1.783, -2.003], [2.609, -3.514, -1.813], [1.223, -2.810, -3.329], [-5.072, 0.102, 1.314], [-5.064, -1.050, 2.283], [-4.887, -2.207, 1.526], [-5.959, -0.004, 0.689], [-4.136, 0.130, 0.756], [-5.167, 1.091, 1.761], [-5.992, -1.042, 2.855], [-4.245, -0.994, 2.999], [-3.949, -2.299, 1.348], [0.724, 1.255, -3.060], [-0.662, 1.105, -3.702], [-1.616, 1.362, -2.652], [0.839, 0.504, -2.279], [0.796, 2.278, -2.692], [1.448, 1.052, -3.849], [-0.847, 0.105, -4.095], [-0.784, 1.885, -4.453], [-1.853, 0.521, -2.254], [1.418, -5.992, -5.080], [0.091, -5.238, -4.923], [-0.954, -6.091, -5.143], [1.507, -6.308, -6.120], [1.549, -6.883, -4.466], [2.260, -5.335, -4.860], [0.100, -4.366, -5.577], [0.023, -4.862, -3.903], [-0.949, -6.707, -4.407], [-2.363, -2.888, -5.242], [-3.275, -1.888, -6.025], [-4.664, -2.200, -6.009], [-1.307, -2.646, -5.358], [-2.441, -3.906, -5.623], [-2.699, -2.810, -4.208], [-2.964, -1.945, -7.069], [-3.241, -0.868, -5.642], [-5.186, -1.588, -5.486], [-2.739, -7.221, -1.370], [-2.511, -7.426, -2.894], [-1.223, -7.848, -3.054], [-2.107, -6.425, -0.976], [-2.467, -8.073, -0.747], [-3.785, -6.968, -1.194], [-2.835, -6.575, -3.492], [-3.122, -8.237, -3.291], [-1.038, -8.692, -2.636], [-0.975, 1.733, 1.236], [-1.548, 0.971, 2.438], [-2.407, 1.792, 3.162], [-0.194, 1.192, 0.702], [-0.615, 2.746, 1.418], [-1.827, 1.909, 0.580], [-0.801, 0.667, 3.171], [-2.110, 0.091, 2.127], [-2.716, 1.304, 3.930], [-1.224, -3.022, 5.200], [-1.245, -2.748, 3.652], [-0.864, -3.849, 2.905], [-1.778, -3.925, 5.458], [-1.705, -2.175, 5.690], [-0.186, -3.083, 5.528], [-0.587, -1.906, 3.437], [-2.245, -2.396, 3.398], [-0.971, -3.691, 1.964], [-7.516, -3.772, -1.946], [-6.093, -3.638, -1.328], [-5.697, -4.962, -0.637], [-5.168, -3.279, -2.348], [-7.705, -2.840, -2.478], [-8.346, -3.890, -1.249], [-7.582, -4.476, -2.776], [-6.059, -2.852, -0.573], [-5.810, -5.818, -1.303], [-6.259, -5.029, 0.294], [-4.655, -4.941, -0.317], [-4.292, -3.366, -1.966], [-7.235, 0.223, -2.221], [-6.108, 0.347, -3.249], [-4.702, 0.370, -2.619], [-6.163, -0.787, -4.113], [-7.016, -0.679, -1.649], [-8.240, 0.102, -2.625], [-7.236, 1.023, -1.481], [-6.205, 1.267, -3.826], [-4.499, 1.224, -1.972], [-3.919, 0.416, -3.375], [-4.530, -0.511, -2.001], [-5.856, -1.549, -3.617], [2.112, -3.105, 1.353], [3.357, -2.263, 0.932], [2.965, -0.798, 0.924], [4.316, -2.577, 1.896], [1.279, -2.688, 0.787], [1.916, -3.045, 2.423], [2.167, -4.188, 1.248], [3.742, -2.579, -0.038], [2.235, -0.594, 0.141], [3.814, -0.139, 0.744], [2.554, -0.547, 1.902], [3.978, -2.172, 2.698]]}


Record 5
{"formula": "C2HNO2", "method": "ωB97M-V/def2-TZVPD", "charge": 0, "mol_weight_g_mol": 71.0, "spin_multiplicity": 1, "smiles": "N#CC(=O)O", "gap_ev": 10.586, "species": ["C", "C", "H", "N", "O", "O"], "coordinates": [[0.386, -0.294, -0.031], [-1.121, -0.608, 0.165], [1.399, 1.009, -0.108], [-2.426, -0.158, -0.067], [0.472, 1.101, 0.049], [1.290, -1.049, -0.008]]}


Record 6
{"formula": "C9H19N3O3S", "method": "ωB97M-V/def2-TZVPD", "charge": 0, "mol_weight_g_mol": 249.3, "spin_multiplicity": 1, "gap_ev": 9.159, "species": ["C", "C", "C", "C", "C", "C", "C", "C", "C", "H", "H", "H", "H", "H", "H", "H", "H", "H", "H", "H", "H", "H", "H", "H", "H", "H", "H", "H", "N", "N", "N", "O", "O", "O", "S"], "coordinates": [[0.357, 0.159, 0.300], [1.552, -0.676, 0.844], [0.801, 1.576, 0.244], [-0.045, 2.523, -0.748], [-1.089, 3.614, -0.107], [-2.359, 3.255, 0.899], [1.125, -2.588, -0.399], [0.070, -3.746, 0.067], [2.222, -3.384, -1.190], [-1.235, 0.912, 1.934], [-1.461, -0.765, 1.020], [-0.032, -0.049, -0.782], [1.092, 2.304, 1.167], [1.894, 1.413, -0.310], [0.704, 2.972, -1.349], [-0.626, 1.922, -1.643], [-0.707, 4.503, 0.676], [-1.559, 4.081, -0.929], [-2.977, 4.219, 1.255], [-2.121, 2.694, 1.671], [-2.638, 1.564, -0.123], [-3.741, 2.804, -0.283], [1.894, -2.685, 1.514], [0.656, -1.941, -1.055], [2.233, -4.648, -0.748], [3.258, -2.865, -1.076], [2.810, -3.052, -3.306], [-0.517, -2.451, 1.353], [-1.056, 0.224, 0.945], [-3.247, 2.254, 0.270], [1.375, -1.999, 0.781], [2.504, -0.167, 1.522], [-0.163, -4.780, -0.595], [-0.690, -3.534, 1.113], [1.717, -3.661, -2.931]]}